Entry 1:
DFT (ωB97M-V/def2-TZVPD) results for a single CH2N3P molecule in a non-equilibrium geometry.

Structure (XYZ):
```
7
Properties=species:S:1:pos:R:3:forces:R:3
C 0.522182 0.714280 -0.233883 -0.95 -0.35 -0.91
P 0.472350 -1.074515 -0.361853 1.52 0.84 -2.35
N -1.034253 -1.084089 0.202264 -4.05 2.32 0.84
N -1.561457 0.164239 0.235558 -0.54 -4.99 0.85
N -0.705589 1.105006 0.031314 2.59 2.61 -1.04
H 1.237548 1.386199 -0.686266 0.09 0.32 0.58
H 1.069216 -1.211121 0.812864 1.34 -0.75 2.01
```
Positions in Å, forces in eV/Å.

* spin multiplicity: 1
* ΔE to the lowest compared entry with this formula, charge and spin: 37.6 kcal/mol
* energy: -14825.0015 eV
* SMILES: C1=[PH]=NN=N1

Entry 2:
DFT (ωB97M-V/def2-TZVPD) results for 2 unconnected molecules or ions with the total composition CH5ISSi in a non-equilibrium geometry.

Structure (XYZ):
```
9
Properties=species:S:1:pos:R:3:forces:R:3
C 0.361484 -1.419454 -0.723676 2.41 0.26 -1.37
Si 1.204457 0.082903 -0.422243 0.79 -0.80 -1.32
H 0.723348 -2.234906 -1.406369 0.26 1.05 0.73
H -0.354317 -1.862523 -0.106490 -1.59 0.10 0.95
H 0.514670 1.284250 -0.052399 -0.56 0.40 0.81
H 2.581756 0.645093 -0.968526 -1.33 -1.02 0.20
S -3.224283 1.005645 -0.602246 -0.81 -0.37 -3.07
I -4.285480 -1.018216 -0.044672 -0.10 -0.26 0.13
H -2.831796 1.295486 0.545860 0.94 0.63 2.94
```
Positions in Å, forces in eV/Å.

* spin multiplicity: 1
* ΔE to the lowest compared entry with this formula, charge and spin: 45.1 kcal/mol
* energy: -27928.6048 eV
* SMILES: C=[SiH2].SI